The following is a quantum chemistry calculation of an isolated molecule of C2H5N3O2S, from the OMol25 dataset.

Properties
SMILES	[H]/N=C(\NO)O/C=N\S
gap between HOMO and LUMO	9.47	eV

Last column: natural (NBO) charge in e.
Cartesian coordinates (Å):
S 3.152608 -0.908169 0.006249  0.16
O 0.471037 -0.142362 -0.148843  -0.51
O -2.889041 -0.983347 0.017184  -0.54
N 2.612984 0.717162 -0.083026  -0.58
N -1.313970 1.334420 0.056552  -0.76
N -1.562467 -1.006336 -0.359491  -0.33
C 1.366018 0.902940 -0.134871  0.36
C -0.856666 0.164742 -0.112923  0.66
H -2.920038 -0.889091 0.995848  0.46
H -1.091383 -1.858433 -0.085620  0.37
H 4.450075 -0.559992 0.051247  0.12
H -2.325691 1.321762 -0.025695  0.37
H 0.906530 1.906706 -0.176606  0.22

Atoms 1-3, force components in eV/Å:
0.1 0.3 0.0
0.1 0.1 0.1
-0.4 0.1 0.7

The following is a quantum chemistry calculation of a structure of composition C4H23N2O7S at a distorted geometry, from the OMol25 dataset.

Properties
total charge	+1
gap between HOMO and LUMO	9.04	eV

Last column: natural (NBO) charge in e.
Cartesian coordinates (Å):
S -2.007869 0.779588 3.029536  -0.07
O 1.280407 2.211066 -1.127813  -0.66
O -3.403638 1.745583 -0.447404  -0.96
O 0.406633 -2.812419 1.356925  -0.95
O 3.507478 0.545113 -0.427859  -0.97
O -1.659113 -2.060417 -0.659931  -1.01
O 2.492776 -1.568279 -1.476396  -0.97
O -0.143424 -2.536003 -2.007065  -0.90
N -0.913281 2.848464 -1.257065  -0.80
N 0.476574 -0.305913 -0.423802  -0.71
C 0.322779 1.196945 1.503823  -0.44
C 0.111131 2.085692 -0.835378  0.67
C -0.200925 0.898085 0.097559  -0.16
C -0.636116 1.879761 2.466028  -0.49
H 0.448290 -1.150357 0.166449  0.48
H 3.008042 1.013022 -1.120821  0.50
H -1.906116 2.770875 -1.010743  0.45
H -3.065501 1.859851 0.469055  0.48
H 0.110878 -0.616513 -1.322753  0.44
H -1.278591 0.832503 0.135439  0.24
H -0.636804 3.581069 -1.900712  0.42
H 3.875696 1.282216 0.077870  0.49
H -0.134197 2.208105 3.369696  0.24
H -2.049629 -2.844049 -0.253996  0.46
H 1.187172 -3.374540 1.540826  0.48
H -1.263277 2.679718 2.053517  0.22
H -3.868660 0.915549 -0.429997  0.50
H 3.333088 -1.726708 -1.026280  0.51
H -0.079971 -3.056068 2.143721  0.49
H -1.227301 -2.363162 -1.479064  0.45
H 1.491872 -0.148315 -0.585626  0.49
H 0.222373 -2.775045 -2.863145  0.50
H -1.722823 -0.372176 2.358680  0.12
H 2.304142 -2.408761 -1.940845  0.48
H -0.355247 -3.403511 -1.617512  0.51
H 1.188389 1.849827 1.425838  0.24
H 0.784771 0.339189 2.019228  0.23

Atoms 1-3, force components in eV/Å:
-0.2 -0.7 -0.1
0.6 0.7 -0.8
0.8 0.7 1.0

The following is a quantum chemistry calculation of a structure of composition C4H8O2 at a distorted geometry, from the OMol25 dataset.

Properties
gap between HOMO and LUMO	7.50	eV

Last column: natural (NBO) charge in e.
Cartesian coordinates (Å):
O -0.659891 1.770751 -0.179573  -0.62
O -0.965192 -1.269358 -1.021010  -0.56
C -0.632011 0.870978 0.742379  0.28
C 0.337127 -0.261329 0.743522  -0.36
C 1.519318 -0.139890 -0.210241  -0.61
C -0.822675 -1.079978 0.219968  0.25
H 2.121087 0.744717 0.018093  0.22
H -0.665662 1.439323 -1.383050  0.33
H -1.583151 -1.435910 0.934532  0.16
H -1.227996 0.045499 -1.798329  0.05
H 1.190326 -0.074814 -1.250749  0.23
H 2.158919 -1.023619 -0.128982  0.22
H 0.612754 -0.536358 1.764693  0.23
H -1.382958 0.949993 1.548748  0.18

Atoms 1-3, force components in eV/Å:
0.0 -0.8 -1.5
-0.1 1.4 -0.3
0.2 0.2 -0.1

The following is a quantum chemistry calculation of an isolated molecule of C22H33N3O3S at a distorted geometry, from the OMol25 dataset.

Properties
SMILES	CC[C@@H](C(=O)NCCC(C)C)n1ccc2cc(S(=O)(=O)N3CCCCC3)ccc21
gap between HOMO and LUMO	9.19	eV

Last column: natural (NBO) charge in e.
Cartesian coordinates (Å):
S -1.269270 -1.549266 -2.490327  2.32
O 0.741352 3.707354 2.520866  -0.62
O -2.603337 -1.066084 -2.276144  -0.94
O -1.075908 -2.975987 -2.524291  -0.95
N 2.202713 0.619915 1.703917  -0.38
N -0.678155 -0.778808 -3.860568  -0.68
N 0.129851 1.637586 3.164903  -0.61
C -1.855175 -1.830926 -5.755748  -0.42
C 1.474255 -1.082205 0.420665  -0.11
C -1.640330 -0.568381 -4.922634  -0.23
C 0.486302 1.120779 -0.052468  -0.27
C 3.792899 4.015040 2.199104  -0.61
C 3.198399 2.856064 1.409888  -0.40
C -1.236824 1.996045 3.494827  -0.22
C 1.362999 0.312697 0.670288  0.22
C 2.434306 -1.583143 1.341168  -0.29
C 2.844788 -0.525220 2.092350  -0.02
C -2.633744 -0.159453 3.340825  -0.21
C 2.372126 1.920449 2.305317  -0.12
C 0.449723 -2.564858 -5.153908  -0.43
C 0.996359 2.530794 2.658208  0.68
C -1.943582 0.871289 4.245417  -0.40
C -0.288448 0.516394 -1.016965  -0.18
C -0.516814 -2.315080 -6.309252  -0.40
C -0.189525 -0.855310 -1.251074  -0.36
C -3.370853 -1.181219 4.205113  -0.60
C 0.595368 -1.294735 -4.314750  -0.23
C 0.675268 -1.667825 -0.561173  -0.16
C -1.659836 -0.872420 2.404967  -0.62
H 0.363314 0.658300 3.189760  0.41
H 1.197909 -1.487063 -3.424180  0.22
H -0.102473 -1.554621 -6.977563  0.19
H 3.997218 2.270061 0.948043  0.21
H -2.283916 -2.601362 -5.111801  0.21
H 4.450017 3.650789 2.986653  0.19
H -1.784031 2.243195 2.577468  0.20
H -1.193949 2.904319 4.103886  0.21
H 2.910550 1.775697 3.251409  0.23
H 0.705923 -2.723950 -0.776112  0.25
H -2.704581 1.315842 4.889355  0.22
H 0.056171 -3.355898 -4.514568  0.23
H 2.764289 -2.598347 1.427453  0.23
H -2.556102 -1.622692 -6.565855  0.21
H -2.567606 -0.256910 -4.440907  0.24
H -2.666938 -1.734059 4.824081  0.20
H 1.429037 -2.868668 -5.528084  0.21
H 2.997080 4.602610 2.646959  0.23
H 1.080790 -0.505856 -4.901046  0.20
H -0.656046 -3.231667 -6.885341  0.21
H -1.206360 -0.179651 1.701800  0.21
H -1.268520 0.247839 -5.552224  0.19
H -3.370169 0.368445 2.725605  0.20
H -4.089314 -0.690208 4.857499  0.21
H -0.998463 1.077413 -1.601583  0.24
H 4.370130 4.657818 1.539724  0.21
H 0.404104 2.178181 0.144530  0.23
H 3.557958 -0.496740 2.894595  0.22
H -3.905695 -1.890731 3.579299  0.21
H 2.561894 3.248482 0.616486  0.22
H -1.224145 0.366388 4.895074  0.20
H -0.876243 -1.376806 2.969619  0.19
H -2.186743 -1.623639 1.821445  0.22

Atoms 1-3, force components in eV/Å:
0.3 0.4 0.1
-0.1 0.4 -0.2
0.0 0.2 -0.1

The following is a quantum chemistry calculation of a structure of composition C22H34N2O3P2Y at a distorted geometry, from the OMol25 dataset.

Properties
<S²>	0.77
multiplicity	2
gap between HOMO and LUMO (alpha / beta)	4.45 / 7.09	eV

Last column: Mulliken spin population.
Cartesian coordinates (Å):
Y 0.050343 -0.134311 0.023152  0.07
P -2.510031 -0.069975 -0.753991  0.00
P 2.730365 0.035876 -0.601657  0.00
O -0.025325 0.938382 1.752659  -0.07
O 0.061298 -1.882232 -2.563808  0.00
O -1.689488 -1.058523 -4.051864  0.00
N -0.016597 1.469755 3.010736  0.25
N 0.142903 1.542300 -1.783011  0.00
C 2.604951 1.703989 -1.416276  0.00
C -2.180667 1.012750 -2.272195  0.00
C 1.315813 2.124632 -2.093562  -0.02
C 0.737157 1.409355 5.245657  -0.10
C -0.207429 -2.250655 1.299069  -0.02
C 3.644376 -0.900681 -1.878273  0.00
C -0.040116 2.532783 5.529062  0.38
C -0.982410 1.896962 -2.448866  0.00
C -3.549810 -1.380297 -1.474725  0.00
C -0.795158 2.563099 3.243637  0.25
C 4.054124 0.304410 0.626719  0.01
C -0.185066 -4.445763 3.034906  0.00
C 0.746022 0.879653 3.968615  0.24
C -3.655158 0.928550 0.208012  0.01
C -0.963858 2.864309 -3.464763  0.00
C 0.475936 -3.383335 0.931329  0.00
C -0.901227 -3.289029 3.378289  0.00
C -0.911338 -2.174500 2.485881  -0.01
C 0.499487 -4.495146 1.806985  0.00
C 1.387600 3.118697 -3.069329  0.00
C 0.226599 3.534572 -3.742616  0.00
C -0.822500 3.105309 4.522136  -0.13
H -1.464141 -3.210790 4.323469  0.00
H -0.874181 -1.415421 -3.525462  0.00
H 3.774481 1.117486 1.309384  -0.01
H -1.484908 3.945328 4.703646  -0.01
H -1.379744 2.937471 2.403124  0.04
H 0.961975 -1.641921 -2.874284  0.00
H 0.976358 -3.417143 -0.034389  0.00
H -4.510243 1.219793 -0.422875  0.00
H -3.102325 1.540225 -2.546579  0.00
H -1.907280 3.174890 -3.903041  0.00
H 3.418872 1.725382 -2.153880  0.00
H -2.042341 0.187331 -2.990209  0.00
H 4.179955 -0.615305 1.215604  0.00
H 3.753577 -1.945575 -1.549347  0.00
H -0.034306 -4.443856 -3.093786  0.00
H 1.339967 0.932582 6.013368  0.00
H 1.047752 -5.391833 1.531586  0.00
H 2.376544 3.530681 -3.295306  0.00
H 0.284400 4.327511 -4.504689  0.00
H -3.119659 1.809377 0.599491  -0.01
H 1.317398 -0.003988 3.662522  0.03
H 4.641800 -0.462108 -2.024248  0.00
H 5.007967 0.545963 0.137260  0.00
H -0.045814 2.961878 6.524225  0.04
H -3.985156 0.284953 1.041200  0.00
H -1.480341 -1.281735 2.767667  0.02
H -3.377070 -2.275518 -0.858762  0.00
H -1.445411 -0.439547 -4.779516  0.00
H -0.189240 -5.306701 3.721694  0.00
H -3.250240 -1.606135 -2.511433  0.00
H 3.088468 -0.893253 -2.827300  0.00
H 2.852430 2.441553 -0.640229  0.01
H 0.036090 -3.757446 -3.439868  0.00
H -4.606414 -1.075046 -1.430927  0.00

Atoms 1-3, force components in eV/Å:
0.0 -2.5 0.7
-0.3 0.9 -1.6
0.9 0.2 -0.5

The following is a quantum chemistry calculation of a cluster of 9 separate species, C17H52O9 in total at a distorted geometry, from the OMol25 dataset.

Properties
<S²>	0.75
total charge	-1
multiplicity	2
gap between HOMO and LUMO (alpha / beta)	1.94 / 10.02	eV

Last column: Mulliken spin population.
Cartesian coordinates (Å):
O -4.143902 0.762221 1.339717  -0.62
O 1.088268 2.688291 2.895457  0.00
O 0.321188 -1.007259 0.552187  0.06
O 0.145008 -4.322369 1.464647  -0.15
O 2.276428 0.592561 1.467957  0.06
O -1.594462 -2.914179 -0.132293  -0.18
O -2.213772 1.043141 -0.782093  0.30
O 2.983788 0.258531 -4.095883  -0.12
O -1.027492 -3.014789 -2.580663  -1.99
C 1.146128 3.602261 1.857987  0.00
C 1.476548 -3.839929 1.556067  -0.31
C -3.977972 2.558731 -1.375663  -0.01
C 2.518748 0.891981 -1.865183  0.13
C -1.486562 -1.726859 -3.056123  -0.18
C 2.272848 -4.135009 0.201077  0.18
C -2.747512 1.771641 -1.885213  0.23
C 4.277958 -0.549069 1.130057  0.02
C -2.085522 0.236091 2.418217  0.16
C 1.309838 5.022281 2.336537  0.00
C -1.667942 2.740511 -2.421693  0.01
C 2.168108 -4.516199 2.761097  0.03
C -3.369282 1.081731 2.426957  0.06
C -2.970582 -2.047809 -3.413623  0.85
C 1.948828 0.433461 -3.206463  0.21
C -0.152612 3.369951 1.000397  0.01
C 3.317148 -0.066449 2.174607  0.02
H 3.351218 -4.013549 0.303387  -0.07
H -3.096022 2.116911 2.631497  0.02
H -0.214342 2.341471 0.644707  -0.01
H 3.004448 1.867771 -1.860073  0.02
H -3.047602 1.099681 -2.689283  0.07
H -2.192362 -0.737769 1.940437  -0.03
H -0.922762 -1.345429 -3.907433  0.03
H -0.742962 2.233711 -2.696773  0.07
H -3.577762 -2.532219 -2.648903  -0.02
H -2.007042 3.335491 -3.269693  -0.02
H -1.456032 -0.992469 -2.251243  0.20
H -3.928432 3.174271 -0.477473  -0.01
H 1.565768 -0.031049 1.301577  0.04
H -1.521932 3.552101 -1.708883  0.01
H -0.133142 3.865571 0.029787  -0.02
H 2.017518 -3.507999 -0.653183  0.06
H -1.037542 3.715481 1.534827  0.01
H 1.904028 0.830361 -0.967173  -0.06
H -1.345872 -2.859519 -1.055033  0.38
H 1.584098 -4.224669 3.634047  -0.01
H 1.292678 1.839961 2.495267  0.00
H 2.985078 -0.916909 2.770027  0.00
H 2.157358 5.225321 2.991207  0.00
H -2.817902 0.879021 -0.054293  -0.01
H 1.335998 5.696831 1.480737  0.00
H -4.305602 3.304501 -2.099943  0.02
H -2.927482 -2.537089 -4.386683  -0.26
H -3.487712 -1.108099 -3.607613  0.00
H 1.261178 1.213151 -3.534043  0.03
H 3.229848 -4.365309 2.956137  0.01
H 3.299718 0.148121 -1.707513  0.00
H 3.771078 0.007491 -3.607263  0.01
H -1.220422 0.703771 1.948127  -0.05
H 2.060508 -5.597859 2.680267  0.00
H -1.831862 0.016511 3.455307  0.03
H -5.036312 0.484571 1.559047  0.24
H -3.864252 0.650581 3.297127  0.08
H 5.052408 -1.157099 1.597627  0.00
H 2.033528 3.259771 1.325697  0.00
H -0.355202 -3.681489 0.954107  0.10
H -0.873522 -3.603189 -3.323423  0.79
H -0.242732 -0.369099 0.115177  0.03
H 2.038738 -5.137979 -0.155763  -0.01
H 1.323298 -0.456069 -3.132103  -0.02
H 4.622848 0.248511 0.472007  0.00
H -0.140952 -1.840189 0.457877  0.09
H 1.488718 -2.763619 1.727817  0.06
H -4.779722 1.849171 -1.171143  0.08
H -2.226682 -3.631979 -0.096183  0.40
H 3.882078 -1.191049 0.343147  0.01
H 0.423688 5.330971 2.891117  0.00
H 3.835098 0.697141 2.754927  0.00

Atoms 1-3, force components in eV/Å:
-0.7 0.6 -2.1
-0.4 0.0 2.1
0.6 0.4 0.1

> What is the formula in the sixth record?

C17H52O9